Record 1
{
  "formula": "C47H84ClFeN11O5",
  "method": "ωB97M-V/def2-TZVPD",
  "symbols": ["Fe", "Cl", "O", "O", "O", "O", "C", "C", "C", "O", "H", "H", "H", "H", "H", "H", "H", "C", "C", "C", "C", "N", "H", "H", "H", "H", "H", "H", "H", "C", "C", "C", "C", "N", "H", "H", "H", "H", "H", "H", "H", "C", "C", "C", "C", "N", "H", "H", "H", "H", "H", "H", "H", "C", "C", "C", "C", "N", "H", "H", "H", "H", "H", "H", "H", "C", "C", "C", "C", "N", "H", "H", "H", "H", "H", "H", "H", "C", "C", "C", "C", "N", "H", "H", "H", "H", "H", "H", "H", "C", "C", "C", "C", "N", "H", "H", "H", "H", "H", "H", "H", "C", "C", "C", "C", "N", "H", "H", "H", "H", "H", "H", "H", "C", "C", "C", "C", "N", "H", "H", "H", "H", "H", "H", "H", "C", "C", "C", "C", "N", "H", "H", "H", "H", "H", "H", "H", "C", "C", "C", "C", "N", "H", "H", "H", "H", "H", "H", "H"],
  "xyz": [[-2.72517, -0.87943, -0.19093], [-3.81404, -1.48854, 4.86192], [-4.68951, -1.81745, 3.79542], [-3.01256, -0.39772, 4.40117], [-4.63897, -1.06502, 6.00257], [-2.94398, -2.54983, 5.25605], [1.48253, -0.18279, -0.46739], [0.22592, 0.63007, -0.02410], [0.06356, 1.94502, -0.80637], [-0.92423, -0.11906, -0.26269], [2.37224, 0.34725, -0.12745], [1.64754, -0.07221, -1.53915], [1.58357, -1.22620, -0.16876], [0.20771, 0.81552, 1.04986], [-0.28045, 1.83330, -1.83461], [0.91467, 2.61461, -0.68242], [-0.74605, 2.51519, -0.35082], [2.07283, -7.97907, -0.85030], [3.00874, -7.28626, 0.06847], [2.06250, -6.43593, 0.97693], [1.28907, -5.34219, 0.27894], [0.72464, -4.50193, -0.31743], [1.67231, -7.38087, -1.66874], [1.24391, -8.46779, -0.33829], [2.77489, -8.68334, -1.29663], [3.70858, -6.72099, -0.54700], [3.75126, -7.85897, 0.62415], [2.52000, -5.81839, 1.74988], [1.36046, -7.03563, 1.55624], [1.01372, -2.38321, 2.66643], [0.32278, -3.38544, 3.58531], [-1.00054, -3.96827, 3.01125], [-1.68191, -3.04709, 2.08131], [-2.17978, -2.22929, 1.39446], [0.38945, -1.66678, 2.13247], [1.74835, -2.82441, 1.99280], [1.63672, -1.75110, 3.29921], [0.00618, -2.93151, 4.52436], [1.06023, -4.11695, 3.91574], [-1.55296, -4.74792, 3.53572], [-0.48909, -4.60221, 2.28693], [5.48355, 4.88952, -1.35809], [4.38123, 4.78475, -0.22347], [3.32648, 3.68150, -0.44644], [4.01540, 2.39569, -0.23895], [4.62180, 1.39846, -0.16156], [6.10201, 3.99653, -1.26756], [6.17218, 5.72001, -1.20260], [4.90569, 5.02738, -2.27197], [3.88793, 5.73670, -0.02717], [5.00780, 4.47433, 0.61267], [2.95179, 3.53993, -1.46019], [2.60897, 3.74325, 0.37177], [-3.01656, -6.00756, -3.20616], [-1.51203, -5.45768, -3.04867], [-1.27366, -3.93116, -3.34754], [-1.85725, -3.17396, -2.23792], [-2.30827, -2.43352, -1.47565], [-3.66592, -5.63788, -2.41258], [-3.12300, -7.08542, -3.32852], [-3.53292, -5.59272, -4.07184], [-0.93691, -6.01675, -3.78676], [-1.12970, -5.71016, -2.05964], [-1.75697, -3.50308, -4.22576], [-0.28613, -3.47035, -3.32460], [-8.48653, -3.41741, -0.27237], [-8.34147, -1.93774, 0.14593], [-7.16344, -1.77594, 1.17432], [-5.83653, -1.68696, 0.49388], [-4.76373, -1.64482, -0.00477], [-9.16054, -3.49278, -1.12568], [-8.76865, -4.14555, 0.48810], [-7.49105, -3.65188, -0.64937], [-9.27846, -1.64682, 0.62082], [-8.25406, -1.22584, -0.67484], [-7.05592, -2.57992, 1.90244], [-7.22577, -0.87680, 1.78731], [-3.80687, 4.10606, 0.44116], [-3.49950, 4.00045, 1.95768], [-4.14695, 2.68884, 2.65267], [-3.76277, 1.50027, 1.90261], [-3.44177, 0.57526, 1.22605], [-4.85731, 3.99455, 0.17237], [-3.06698, 3.55202, -0.13650], [-3.40863, 5.04060, 0.04604], [-3.90166, 4.88604, 2.44970], [-2.41242, 4.01009, 2.03693], [-5.22159, 2.83022, 2.76786], [-3.69347, 2.51722, 3.62888], [0.84869, 7.90153, -2.06504], [0.61262, 6.54472, -2.83145], [-0.67936, 6.43858, -3.73879], [-0.75679, 7.41500, -4.83925], [-0.78546, 8.21265, -5.67386], [1.61988, 7.77335, -1.30547], [-0.09534, 8.23685, -1.63555], [1.23916, 8.71808, -2.67239], [0.52328, 5.75401, -2.08653], [1.33346, 6.37062, -3.63030], [-1.55026, 6.46575, -3.08389], [-0.73443, 5.45941, -4.21447], [-2.49291, 3.01439, -5.86251], [-2.46884, 1.93948, -4.77569], [-3.43843, 2.27428, -3.68456], [-3.41413, 1.20629, -2.69080], [-3.42709, 0.41724, -1.82663], [-1.95745, 3.91899, -5.57425], [-3.47421, 3.35667, -6.19110], [-2.05892, 2.66096, -6.79783], [-1.46246, 1.78089, -4.38821], [-2.73850, 1.03037, -5.31318], [-4.47454, 2.30813, -4.02139], [-3.08139, 3.21650, -3.26882], [-1.15476, 2.71990, 4.93502], [0.28549, 2.42098, 4.38850], [1.09813, 3.68561, 4.02859], [0.53504, 4.20122, 2.79220], [0.06073, 4.63518, 1.85991], [-1.57173, 1.84774, 5.43855], [-1.78240, 2.89871, 4.06197], [-1.19874, 3.58635, 5.59490], [0.00913, 1.82123, 3.52131], [0.75634, 1.78834, 5.14095], [2.13961, 3.41159, 3.86029], [1.21183, 4.38257, 4.85889], [6.33428, 0.03156, 4.17217], [5.43498, -1.10812, 3.84015], [5.20393, -1.20175, 2.30852], [4.72554, -2.52885, 1.96210], [4.29087, -3.59599, 1.66563], [6.88269, -0.32431, 5.04436], [5.78475, 0.96405, 4.30088], [7.16974, 0.14028, 3.48059], [4.60101, -0.84348, 4.49019], [5.86124, -2.07651, 4.10213], [6.20216, -1.12133, 1.87821], [4.52989, -0.46312, 1.87471], [3.95240, -1.02084, -3.01749], [5.12018, -2.00526, -3.02612], [5.97259, -1.72749, -1.80867], [7.19494, -2.58614, -1.72505], [8.08313, -3.28268, -1.64528], [4.25247, -0.04282, -3.39370], [3.49777, -1.00321, -2.02698], [3.14334, -1.36162, -3.66355], [5.77959, -1.95692, -3.89268], [4.88912, -3.06224, -2.89377], [5.30466, -1.71535, -0.94738], [6.10892, -0.64615, -1.79464]],
  "orbital_gap_ev": [8.3, 6.0],
  "multiplicity": 6,
  "energy_ev": -123620.8182,
  "charge": 1,
  "s2": 8.7679
}

=====

Record 2
{
  "formula": "C47H85F3N2O20S6",
  "method": "ωB97M-V/def2-TZVPD",
  "symbols": ["C", "C", "C", "C", "N", "C", "C", "C", "C", "C", "C", "S", "C", "C", "C", "C", "O", "C", "C", "F", "F", "F", "C", "C", "C", "C", "C", "O", "C", "O", "C", "O", "C", "C", "C", "O", "C", "C", "C", "C", "C", "N", "C", "H", "H", "H", "H", "H", "H", "H", "H", "H", "H", "H", "H", "H", "H", "H", "H", "H", "H", "H", "H", "H", "H", "H", "H", "H", "H", "H", "H", "H", "H", "H", "H", "H", "H", "H", "H", "H", "H", "H", "H", "H", "H", "H", "H", "H", "C", "C", "O", "S", "C", "O", "O", "H", "H", "H", "H", "H", "H", "H", "H", "C", "C", "O", "S", "C", "O", "O", "H", "H", "H", "H", "H", "H", "H", "H", "C", "C", "O", "S", "C", "O", "O", "H", "H", "H", "H", "H", "H", "H", "H", "C", "C", "O", "S", "C", "O", "O", "H", "H", "H", "H", "H", "H", "H", "H", "C", "C", "O", "S", "C", "O", "O", "H", "H", "H", "H", "H", "H", "H", "H"],
  "xyz": [[3.48140, 2.69811, 2.16832], [2.29475, 1.72890, 2.16542], [1.63823, 1.58739, 0.79665], [2.69901, 1.33858, -0.27818], [0.50698, 0.61509, 0.81338], [-0.14879, 0.52254, -0.45041], [-1.16176, 1.42784, -0.73783], [-1.81753, 1.39553, -1.95985], [-1.45962, 0.43949, -2.90099], [-0.48178, -0.49525, -2.62116], [0.17168, -0.45002, -1.39341], [1.44695, -1.61353, -1.03524], [1.22771, -1.74839, 0.71948], [1.52675, -2.97282, 1.32096], [2.08911, -4.07591, 0.45418], [0.97891, -4.79203, -0.35891], [-0.29029, -4.38175, 0.10873], [-1.29738, -4.31853, -0.84932], [-2.36581, -3.29973, -0.42155], [-1.98531, -2.53570, 0.60504], [-3.52644, -3.90655, -0.08772], [-2.65525, -2.46892, -1.45636], [1.30717, -3.13152, 2.68812], [1.67203, -4.38275, 3.45409], [1.04128, -5.71268, 3.03826], [1.77317, -6.88308, 3.72230], [3.11347, -7.19740, 3.07462], [2.97608, -8.26306, 2.09360], [3.24658, -7.90609, 0.81745], [4.33985, -7.66852, 0.39461], [0.75073, -2.05354, 3.38198], [0.46930, -2.17422, 4.73157], [-0.73412, -2.83243, 5.11832], [-1.90603, -2.83718, 4.14065], [-3.20566, -2.97192, 4.94287], [-1.82414, -3.92338, 3.22369], [0.46546, -0.82218, 2.79811], [-0.19050, 0.26904, 3.62095], [0.49086, 0.65338, 4.95349], [0.36172, 2.14570, 5.32834], [1.65229, 2.98827, 5.39608], [2.86520, 2.29813, 5.85376], [0.75138, -0.65199, 1.43380], [4.38707, 2.17772, 1.84880], [3.68496, 3.08797, 3.16368], [3.34736, 3.51255, 1.45607], [1.55036, 2.11900, 2.85912], [2.61776, 0.76385, 2.56106], [1.18635, 2.55965, 0.57223], [2.27313, 1.07730, -1.24333], [3.32002, 2.22146, -0.42319], [3.36431, 0.52320, 0.01717], [-1.42099, 2.16560, 0.01085], [-2.60095, 2.11110, -2.16412], [-1.97363, 0.44219, -3.85175], [-0.21134, -1.26138, -3.33567], [2.81640, -3.67347, -0.24860], [2.58903, -4.79914, 1.09160], [1.09427, -4.61619, -1.42860], [1.06667, -5.87082, -0.18029], [-1.81060, -5.27824, -0.97522], [-0.92650, -3.99591, -1.82567], [2.76317, -4.47629, 3.41522], [1.43569, -4.24019, 4.50719], [1.08762, -5.89205, 1.96564], [-0.00363, -5.76582, 3.33670], [1.98061, -6.59916, 4.75692], [1.17199, -7.79004, 3.68691], [3.85545, -7.50830, 3.80908], [3.53865, -6.32517, 2.57292], [2.35448, -7.86796, 0.17341], [-1.04543, -2.31444, 6.02736], [-0.52524, -3.86903, 5.41897], [-1.97351, -1.91365, 3.57208], [-3.25271, -2.23856, 5.75004], [-4.06974, -2.82728, 4.29884], [-3.27358, -3.96053, 5.40199], [-1.63070, -4.70536, 3.74958], [-0.34560, 1.13810, 2.98776], [-1.19823, -0.08983, 3.85269], [1.51983, 0.29542, 4.94046], [-0.00085, 0.08472, 5.74084], [-0.14422, 2.21325, 6.29343], [-0.32158, 2.61497, 4.61475], [1.83567, 3.48276, 4.44393], [1.46165, 3.79680, 6.10572], [3.24280, 1.76004, 5.07931], [2.59614, 1.58043, 6.52052], [-1.80080, -0.30080, -9.16724], [-2.50797, 0.93980, -9.67127], [-3.69409, 1.24852, -8.90297], [-3.52477, 1.94905, -7.50199], [-5.20107, 2.44240, -7.30730], [-2.69070, 3.10964, -7.65262], [-3.20446, 0.97699, -6.50240], [-1.36261, -0.14006, -8.18282], [-1.00285, -0.57225, -9.85867], [-2.49964, -1.13323, -9.08746], [-1.84802, 1.80814, -9.67698], [-2.87415, 0.80049, -10.68479], [-5.45205, 3.14999, -8.09281], [-5.28439, 2.90849, -6.32767], [-5.82988, 1.55832, -7.36165], [-1.22361, 6.57839, 10.88857], [-0.01355, 6.02887, 11.61460], [0.42461, 4.75908, 11.07928], [1.26588, 4.78680, 9.73090], [1.85890, 3.13309, 9.78590], [2.35732, 5.69786, 9.89100], [0.37046, 4.92245, 8.62298], [-0.97725, 6.86705, 9.86799], [-1.59851, 7.45687, 11.41424], [-2.01378, 5.82945, 10.84047], [0.81990, 6.73213, 11.59904], [-0.25087, 5.82118, 12.65589], [2.50323, 3.01971, 10.65288], [2.42075, 2.97399, 8.86627], [1.00813, 2.45873, 9.83595], [-4.99990, 9.56410, -8.53038], [-4.05314, 9.29430, -7.37895], [-3.60156, 7.92307, -7.34360], [-2.45210, 7.50566, -8.36456], [-2.04726, 5.96388, -7.63647], [-1.37531, 8.44223, -8.24574], [-3.03545, 7.25927, -9.65116], [-4.48714, 9.49787, -9.48890], [-5.42129, 10.56491, -8.43367], [-5.81237, 8.83703, -8.53535], [-3.18806, 9.95793, -7.40552], [-4.55552, 9.44474, -6.42555], [-1.64112, 6.13454, -6.64319], [-1.30773, 5.48965, -8.27588], [-2.94400, 5.36048, -7.59491], [7.58563, -7.65265, 8.48632], [8.67649, -7.41917, 7.46234], [8.51487, -8.24133, 6.28323], [7.43569, -7.78191, 5.21283], [7.95708, -8.82579, 3.89848], [7.67566, -6.41286, 4.87137], [6.13349, -8.19153, 5.64522], [6.62095, -7.29760, 8.12699], [7.82751, -7.12085, 9.40674], [7.48775, -8.71555, 8.70574], [8.73334, -6.37150, 7.16469], [9.64762, -7.70152, 7.86318], [8.96130, -8.53834, 3.60090], [7.25645, -8.67503, 3.07944], [7.92641, -9.85698, 4.23919], [-4.91033, 5.24749, -10.78207], [-5.86856, 5.13860, -11.94713], [-5.42740, 4.18410, -12.94681], [-5.63649, 2.64522, -12.64101], [-5.36775, 2.05273, -14.27442], [-6.99877, 2.42720, -12.25800], [-4.58304, 2.17537, -11.79217], [-4.90724, 4.32505, -10.19858], [-5.20360, 6.06942, -10.13369], [-3.89616, 5.42291, -11.12865], [-6.87607, 4.87481, -11.62242], [-5.93362, 6.08390, -12.48153], [-6.14787, 2.44389, -14.92091], [-5.41614, 0.96710, -14.22942], [-4.38410, 2.37569, -14.60394]],
  "orbital_gap_ev": 8.1,
  "energy_ev": -167209.4709,
  "smiles": "CC[C@@H](C)N1c2ccccc2Sc2c(CCOCC(F)(F)F)c(CCCCOC=O)c(OC[C@H](C)O)c(CCCCN)c21.CCOS(C)(=O)=O.CCOS(C)(=O)=O.CCOS(C)(=O)=O.CCOS(C)(=O)=O.CCOS(C)(=O)=O"
}